# C5H11N

One molecule with the formula C5H11N (ωB97M-V/def2-TZVPD, the OMol25 dataset).

The geometry in XYZ format:
```
17
Properties=species:S:1:pos:R:3:forces:R:3
C 2.091 -1.274 -0.231 0.040 -0.088 0.023
C 1.252 -0.056 -0.620 -0.085 -0.040 -0.077
C 0.360 0.472 0.466 -0.064 0.144 0.018
C -1.613 1.696 0.829 -0.033 0.063 0.151
N -0.969 0.626 0.354 0.142 0.059 0.065
C -1.791 -0.430 -0.258 -0.004 -0.043 -0.055
H 2.610 -1.099 0.718 -0.080 -0.021 -0.137
H 1.461 -2.160 -0.107 0.067 0.088 0.029
H 2.845 -1.494 -0.994 -0.095 0.006 0.086
H 1.938 0.759 -0.896 -0.088 -0.099 -0.015
H 0.677 -0.264 -1.531 0.035 -0.043 0.124
H 0.801 1.121 1.218 -0.022 0.020 -0.129
H -1.017 2.567 1.060 -0.089 -0.114 0.068
H -2.639 1.610 1.162 0.063 -0.104 -0.134
H -1.163 -1.285 -0.511 -0.068 0.157 0.023
H -2.309 -0.044 -1.138 0.124 -0.042 0.096
H -2.535 -0.743 0.482 0.157 0.057 -0.136
```
Positions in Å, forces in eV/Å.

Calculated values
**HOMO**: -6.48 eV
**E_tot**: -251.7650 Ha
**LUMO energy**: 0.932 eV
**HOMO-LUMO gap**: 7.42 eV